Formula: C38H60BN6OsSeSi
Source: the OMol25 dataset
Level of theory: the ωB97M-V functional and the def2-TZVPD basis

Each line ends with the Löwdin spin population.
Cartesian coordinates (Å):
Os: -18.0750 -1.8680 13.4558  2.094
C: -17.0348 0.8674 12.1732  0.046
C: -18.4625 1.4636 12.1982  0.004
C: -18.5878 2.9791 11.9564  0.001
C: -19.1224 1.1673 13.5268  0.021
C: -20.0476 1.9321 14.2869  0.004
C: -20.6522 1.0762 15.2010  0.022
C: -21.6330 1.3632 16.2831  0.003
C: -22.9016 0.4491 16.2997  0.001
C: -20.9126 1.3620 17.6459  0.002
N: -20.1585 -0.1907 14.9444  -0.002
N: -19.1332 -0.0997 13.9984  0.014
B: -20.1844 -1.5845 15.7711  0.001
N: -20.5356 -2.6877 14.7474  0.003
N: -19.9347 -2.5909 13.4813  0.084
C: -20.4433 -3.6044 12.6732  0.041
C: -21.3421 -4.3425 13.4347  0.015
C: -21.3583 -3.7800 14.7104  0.035
C: -22.1710 -4.4189 15.8288  0.004
C: -22.9570 -3.4826 16.7289  0.001
C: -21.2850 -5.4673 16.5890  0.003
C: -20.2331 -3.5982 11.1907  0.005
C: -19.5688 -4.9659 10.8720  0.007
C: -19.3722 -2.4700 10.7058  0.026
N: -18.7785 -1.7365 16.4149  0.000
N: -17.7125 -1.8497 15.4423  0.082
C: -16.5557 -2.0095 16.1801  0.033
C: -16.8339 -1.9963 17.5213  0.015
C: -18.2402 -1.7855 17.6466  0.035
C: -18.9954 -1.7193 18.9515  0.005
C: -20.3343 -2.4172 18.9663  0.001
C: -18.1773 -2.3701 20.0247  0.001
C: -15.2253 -2.3272 15.6455  0.003
C: -14.9908 -3.8251 15.5480  0.001
C: -14.8288 -1.6023 14.4191  0.013
H: -16.5179 1.1131 11.2712  0.002
H: -17.1627 -0.2858 12.2410  0.019
H: -16.4937 1.2110 13.0478  0.009
H: -19.0270 0.9413 11.4291  0.001
H: -18.1855 3.5155 12.8086  0.000
H: -19.6377 3.2041 11.8813  0.000
H: -18.0702 3.2151 10.9993  0.000
H: -20.2492 2.9764 14.2015  0.000
H: -21.9642 2.3444 15.9088  0.000
H: -22.5902 -0.5084 16.8135  0.000
H: -23.2518 0.1458 15.2783  0.000
H: -23.7404 0.9550 16.8313  0.000
H: -20.2860 0.4281 17.7769  0.000
H: -21.6681 1.4016 18.4441  0.000
H: -20.2846 2.2214 17.8382  0.000
H: -21.1198 -1.3873 16.6190  0.000
H: -21.9979 -5.1365 13.1065  0.001
H: -22.9273 -4.9857 15.3114  0.000
H: -22.3954 -2.5412 16.9773  0.000
H: -23.2663 -4.0100 17.6464  0.000
H: -23.8552 -3.0713 16.2273  0.000
H: -20.4636 -4.9833 17.0744  0.000
H: -20.9462 -6.2354 15.8975  0.000
H: -21.8789 -5.9390 17.3889  0.000
H: -21.2081 -3.5691 10.7028  0.000
H: -18.5889 -5.1894 11.3269  0.004
H: -19.4782 -5.0807 9.7877  0.000
H: -20.2550 -5.7633 11.1044  0.000
H: -18.2708 -2.5373 10.9100  0.009
H: -19.7713 -1.4753 10.9888  0.005
H: -19.3851 -2.5522 9.6190  0.003
H: -16.1502 -2.0308 18.3566  0.001
H: -19.0885 -0.6436 19.1644  0.002
H: -20.1867 -3.4972 18.7336  0.000
H: -21.0980 -1.9063 18.3170  0.000
H: -20.6930 -2.3568 19.9951  0.000
H: -17.9183 -3.4136 19.7970  0.000
H: -18.7158 -2.3627 20.9872  0.000
H: -17.2116 -1.8515 20.1799  0.000
H: -14.4645 -1.9456 16.3390  0.000
H: -15.7527 -4.2439 14.8353  0.001
H: -15.1235 -4.2980 16.5394  0.000
H: -13.9772 -4.0454 15.1385  0.000
H: -14.9882 -2.1809 13.5025  0.003
H: -13.7191 -1.3275 14.4714  0.001
H: -15.3299 -0.6189 14.3284  0.007
C: -14.8865 -4.8537 9.4794  0.003
Si: -15.1938 -5.3036 11.3035  0.036
C: -13.4215 -5.2630 12.1192  0.012
C: -16.1315 -6.9069 11.4210  0.006
C: -16.3643 -4.1817 12.2120  0.265
C: -17.0603 -3.3331 12.8162  -0.003
H: -14.6818 -5.7960 8.9308  0.000
H: -14.0325 -4.2206 9.2268  0.000
H: -15.7713 -4.4229 8.9662  0.000
H: -12.6764 -5.7792 11.4453  0.002
H: -13.4262 -5.7965 13.0628  0.000
H: -13.0859 -4.2475 12.2853  0.000
H: -15.3507 -7.6781 11.1863  0.001
H: -16.9433 -6.9947 10.7101  0.000
H: -16.5646 -7.0949 12.4155  0.000
Se: -15.8109 3.1518 15.4864  0.742
C: -13.9376 3.2351 15.1487  0.065
C: -13.5501 3.4987 13.8010  0.064
C: -12.2052 3.7606 13.5083  -0.009
C: -11.2632 3.7312 14.5436  0.075
C: -11.6289 3.4803 15.8691  -0.008
C: -12.9424 3.1476 16.1220  0.054
H: -14.3722 3.6379 13.1064  0.001
H: -11.9808 4.0423 12.4973  -0.002
H: -10.1862 3.9491 14.2843  0.004
H: -10.9403 3.6651 16.6749  -0.002
H: -13.3031 2.9480 17.1559  0.000

## Properties
M in g/mol: 909.03
Spin multiplicity: 5
DFT total energy in Eh: -4618.6512
Relative energy (zero: lowest compared OMol25 entry of this formula, charge and spin) in kcal per mole: 3.2
E_LUMO (alpha / beta) in eV: -2.84 / -4.26
Net charge: +1
Gap between HOMO and LUMO (alpha / beta) in eV: 7.209 / 6.344
Highest occupied orbital energy (alpha / beta) in Eh: -0.3692 / -0.3897

Formula: C38H60BrClIN3O10S
Source: the OMol25 dataset
Level of theory: the ωB97M-V functional and the def2-TZVPD basis

Each line ends with the Löwdin charge.
Cartesian coordinates (Å):
C: 3.5222 3.0229 -6.0000  0.059
C: 4.3977 3.6976 -5.1015  -0.058
C: 5.0637 4.3859 -3.7307  -0.104
C: 6.4219 3.7308 -3.0533  0.054
C: 7.1351 4.3287 -1.6630  -0.128
N: 8.3507 3.5880 -1.1804  0.103
C: 8.8561 4.3128 0.0362  -0.167
C: 10.2488 3.6910 0.7227  -0.122
C: 9.9025 2.4104 1.6870  -0.322
O: 10.8466 1.2635 1.5118  -0.127
C: 9.8823 2.7417 3.2929  -0.236
N: 8.5628 3.3400 3.7894  -0.075
C: 8.2314 5.6357 0.7491  -0.533
I: 9.1263 6.5985 2.5515  0.758
N: 6.9817 6.2892 0.2296  -0.005
C: 6.4272 5.6366 -1.0034  -0.161
C: 5.0604 6.3278 -1.6605  -0.416
Br: 4.2749 7.9337 -0.6774  0.627
C: 4.3541 5.7349 -3.0551  -0.106
C: 3.0284 6.4914 -3.6526  -0.196
C: 1.6416 5.6200 -3.5924  -0.207
C: 1.3530 4.8635 -2.1676  -0.193
C: 0.5887 3.4392 -2.5247  -0.265
S: 1.7220 1.9490 -2.5747  0.503
O: 3.1839 2.2191 -2.1424  -0.409
O: 1.6718 1.2835 -4.0047  -0.454
Cl: 0.9497 0.4529 -1.2722  0.283
H: 2.6763 2.6915 -6.7730  0.077
H: 6.8783 2.7915 -3.5815  0.105
H: 10.8734 3.2595 -0.1989  0.134
H: 10.9267 4.5125 1.2069  0.083
H: 8.8268 2.0144 1.3606  0.158
H: 10.3288 0.4872 1.9156  0.113
H: 9.9895 1.6932 3.8513  0.121
H: 10.7892 3.3936 3.6724  0.127
H: 8.8753 4.0203 4.5448  0.044
H: 8.0429 2.5906 4.3253  0.074
H: 3.2472 6.6892 -4.8085  0.131
H: 2.7991 7.5409 -3.1888  0.085
H: 0.7528 6.4036 -3.7379  0.128
H: 1.5910 4.9185 -4.5399  0.104
H: 0.5700 5.5035 -1.5336  0.133
H: 2.2864 4.7259 -1.4754  0.116
H: -0.2954 3.2250 -1.7809  0.111
H: 0.1126 3.5698 -3.6079  0.127
C: -3.3140 -1.8424 -1.3050  -0.030
C: -3.7785 -0.7860 -2.2714  -0.469
C: -2.8503 -0.4202 -3.3985  -0.021
O: -4.8746 -0.2425 -2.1450  0.045
H: -4.0857 -2.0034 -0.5447  0.058
H: -3.1444 -2.7827 -1.8357  0.095
H: -2.3971 -1.5147 -0.8087  0.075
H: -2.6599 -1.2971 -4.0224  0.089
H: -1.9127 -0.0290 -2.9955  0.066
H: -3.3167 0.3547 -4.0159  0.083
C: -5.5635 -4.7211 2.1637  -0.014
C: -5.9766 -4.2041 0.8117  -0.470
C: -7.4507 -4.1394 0.5143  -0.017
O: -5.1415 -3.8482 -0.0183  0.023
H: -4.4708 -4.7114 2.2376  0.058
H: -5.9727 -4.0790 2.9478  0.094
H: -5.9136 -5.7484 2.2916  0.083
H: -7.9441 -3.4716 1.2250  0.087
H: -7.8849 -5.1409 0.5686  0.077
H: -7.6001 -3.7471 -0.4972  0.086
C: -1.7705 -2.7243 2.0242  -0.023
C: -1.8182 -3.2816 3.4216  -0.482
C: -0.6397 -3.0098 4.3177  -0.028
O: -2.7832 -3.9342 3.8162  0.048
H: -2.6877 -2.9989 1.4924  0.066
H: -1.7008 -1.6342 2.0612  0.090
H: -0.9159 -3.1423 1.4864  0.091
H: -0.5195 -1.9325 4.4568  0.087
H: 0.2654 -3.4406 3.8821  0.086
H: -0.8126 -3.4723 5.2952  0.084
C: -7.0867 1.7073 -1.3953  -0.042
C: -7.7838 3.0369 -1.2867  -0.494
C: -8.9256 3.3010 -2.2313  -0.033
O: -7.4339 3.8756 -0.4578  0.042
H: -6.2839 1.6566 -0.6520  0.081
H: -7.7959 0.8990 -1.1998  0.090
H: -6.6491 1.5974 -2.3907  0.076
H: -9.7167 2.5636 -2.0732  0.084
H: -8.5700 3.2621 -3.2640  0.084
H: -9.3330 4.2990 -2.0383  0.082
C: 2.6586 10.8862 3.4510  -0.030
C: 3.2846 9.5562 3.1266  -0.494
C: 4.6413 9.5684 2.4749  -0.059
O: 2.7093 8.5000 3.3842  0.049
H: 1.6813 10.7231 3.9177  0.084
H: 3.2935 11.4345 4.1515  0.085
H: 2.5164 11.4635 2.5341  0.085
H: 5.3646 10.0582 3.1318  0.087
H: 4.5874 10.0870 1.5144  0.061
H: 4.9689 8.5383 2.2992  0.062
C: -5.9132 -9.5497 1.2245  -0.026
C: -6.3777 -8.4933 0.2581  -0.492
C: -5.4495 -8.1274 -0.8690  -0.025
O: -7.4738 -7.9498 0.3845  0.038
H: -6.6849 -9.7107 1.9848  0.090
H: -5.7436 -10.4899 0.6938  0.061
H: -4.9963 -9.2220 1.7208  0.089
H: -5.2591 -9.0043 -1.4929  0.083
H: -4.5119 -7.7363 -0.4660  0.086
H: -5.9159 -7.3525 -1.4864  0.085
C: -4.0029 -14.4313 2.3024  -0.027
C: -4.4675 -13.3750 1.3360  -0.486
C: -3.5392 -13.0091 0.2089  -0.024
O: -5.5636 -12.8314 1.4624  0.045
H: -4.7747 -14.5923 3.0627  0.086
H: -3.8333 -15.3716 1.7717  0.087
H: -3.0861 -14.1036 2.7987  0.087
H: -3.3488 -13.8860 -0.4150  0.087
H: -2.6016 -12.6180 0.6119  0.088
H: -4.0057 -12.2342 -0.4085  0.077

## Properties
M in g/mol: 993.24
Spin multiplicity: 1
DFT total energy in Eh: -6129.9434
SMILES: C#Cc1cc2nc(C[C@@H](O)CN)c(I)nc2c(Br)c1CCCCS(=O)(=O)Cl.CC(C)=O.CC(C)=O.CC(C)=O.CC(C)=O.CC(C)=O.CC(C)=O.CC(C)=O
Relative energy (zero: lowest compared OMol25 entry of this formula, charge and spin) in kcal per mole: 176.3
E_LUMO in eV: -1.56
Net charge: 0
Gap between HOMO and LUMO in eV: 6.763
Highest occupied orbital energy in Eh: -0.3059